No. 1
15
Properties=species:S:1:pos:R:3:forces:R:3:mulliken_charge:R:1 method="wB97M-V/def2-TZVPD" charge=0 e_lumo_ev=0.99 fmax_ev_per_a=1.18 homo_ha=-0.336 smiles=N[C@@]1(O)CN2C[C@H]21
N -1.14792 1.45714 0.59815 0.65 0.31 -0.27 -0.481
C -0.33505 0.30113 0.64964 0.51 -0.13 -0.53 0.857
O -0.21255 -0.06407 1.99059 0.21 -0.33 0.00 -0.564
C -0.78410 -0.76482 -0.37050 -0.34 -0.13 0.01 -0.712
N 0.52964 -0.96141 -0.99351 -0.12 -0.22 -0.18 -0.465
C 1.03100 0.32449 -1.48204 -0.15 0.23 -0.34 -0.191
C 1.19422 -0.01235 -0.07027 -0.33 0.34 0.09 -0.485
H -1.30633 1.99525 1.43930 0.31 -0.25 -0.18 0.212
H -1.85620 1.55062 -0.11516 0.29 -0.23 0.22 0.199
H 0.70222 -0.36101 2.01609 -0.12 -0.23 0.71 0.338
H -1.11434 -1.66984 0.14489 0.05 0.04 -0.06 0.228
H -1.55796 -0.45142 -1.08192 0.04 0.00 0.10 0.370
H 0.35433 1.15883 -1.65227 -0.14 -0.18 -0.33 0.188
H 1.83765 0.21155 -2.20016 -0.03 0.12 0.23 0.255
H 2.19684 -0.34744 0.27195 -0.82 0.66 0.54 0.251

=====

No. 2
70
Properties=species:S:1:pos:R:3:forces:R:3:mulliken_charge:R:1 method="wB97M-V/def2-TZVPD" charge=0 e_lumo_ev=0.35 fmax_ev_per_a=3.91 homo_ha=-0.372 smiles=CC(C)O.CC(C)O.CC(C)O.CC(C)O.CC(C)O.OCCO
C -2.52816 -4.85811 5.44523 0.43 0.70 0.80 -1.147
C -1.58528 -3.60871 5.62243 -1.74 -0.72 -0.03 0.544
C -2.21119 -2.24281 5.39080 -0.24 0.44 1.26 -1.311
O -1.14254 -3.68564 6.99575 0.04 0.74 -0.66 -0.540
H -1.86089 -5.67661 5.71526 -0.25 -0.62 -0.83 0.287
H -3.16015 -4.97631 4.56505 0.88 -0.04 -0.57 0.348
H -3.28507 -4.92253 6.22691 0.12 0.66 0.45 0.340
H -0.74054 -3.61104 4.93360 0.22 -0.69 0.02 0.174
H -2.81866 -2.05466 4.50555 0.62 -0.51 -0.46 0.360
H -1.38744 -1.53612 5.49147 -0.20 0.33 -0.34 0.295
H -2.91473 -1.98380 6.18202 0.05 -0.22 0.40 0.340
H -0.72505 -4.53969 7.12955 0.07 -0.06 -0.04 0.309
C -4.71451 2.87459 -3.04835 -0.01 -1.44 0.57 -1.383
C -4.05420 1.46297 -3.10518 0.59 1.78 -1.40 0.494
C -4.77301 0.39647 -3.84805 -0.90 -0.46 0.61 -1.202
O -2.80664 1.67455 -3.78294 0.88 -0.35 0.69 -0.560
H -5.56174 2.79663 -2.36700 0.05 0.52 0.22 0.381
H -5.10534 3.25265 -3.99303 0.18 -0.29 -0.26 0.375
H -3.90668 3.52020 -2.70380 -0.44 0.29 0.27 0.375
H -3.86956 1.09485 -2.09597 0.35 0.33 0.09 0.271
H -5.79864 0.48203 -3.48907 -0.40 -0.48 -0.51 0.320
H -4.38024 -0.56820 -3.52674 -0.06 -0.10 -0.23 0.313
H -4.67617 0.47636 -4.93079 -0.24 0.18 0.10 0.296
H -2.98828 2.25097 -4.52882 0.02 0.01 -0.08 0.325
C -4.18454 5.20715 1.88722 -0.06 -0.16 -2.62 -1.180
C -4.19699 4.70979 3.25646 0.06 -2.45 3.05 0.610
C -3.23301 3.52778 3.69061 0.59 0.75 -0.92 -1.303
O -4.14181 5.75374 4.21794 0.76 0.75 0.22 -0.567
H -3.96433 4.49308 1.09367 -0.16 -0.96 0.37 0.306
H -3.43977 5.93696 1.56971 -0.24 0.69 0.89 0.322
H -5.22177 5.46681 1.67549 0.22 0.88 -0.36 0.333
H -5.18977 4.32905 3.49631 -0.22 -0.75 -0.74 0.178
H -2.98577 3.46189 4.75015 -0.62 0.34 0.09 0.354
H -2.25274 3.58461 3.21739 0.14 0.44 -0.21 0.306
H -3.56898 2.54489 3.36023 -0.55 0.13 0.03 0.321
H -5.00684 6.16767 4.17349 0.10 0.31 0.19 0.322
C 4.88098 -5.73819 -3.35503 1.10 0.38 -0.06 -1.171
C 4.91838 -5.31941 -1.92060 -3.07 -0.44 0.57 0.659
C 3.58953 -4.61857 -1.55665 0.17 1.06 0.96 -1.587
O 4.99406 -6.51335 -1.12224 0.39 0.60 0.13 -0.534
H 4.56346 -4.85231 -3.90503 0.43 -0.18 -0.55 0.320
H 4.24136 -6.58335 -3.60939 -0.08 0.11 0.44 0.296
H 5.92758 -6.01179 -3.48867 -0.06 -0.11 -1.15 0.314
H 5.72173 -4.60877 -1.72641 0.28 -0.23 0.07 0.177
H 3.38814 -3.69685 -2.10253 0.12 -0.20 -0.58 0.397
H 3.63386 -4.21620 -0.54460 0.30 -0.13 0.45 0.424
H 2.67506 -5.21130 -1.53358 0.23 -0.48 -0.58 0.384
H 4.31770 -6.37657 -0.45483 0.18 -0.37 0.30 0.321
C 6.76618 2.87100 -3.65783 0.69 0.90 1.87 -1.353
C 5.48371 2.12175 -3.67157 -0.55 0.92 0.13 0.569
C 4.32365 2.76242 -2.87986 0.37 -0.03 -0.48 -1.154
O 5.15651 2.08597 -5.06991 -0.60 -1.26 0.60 -0.546
H 7.59762 2.28551 -4.05027 -0.07 0.10 -0.33 0.428
H 6.99517 3.03174 -2.60434 0.43 0.17 0.23 0.329
H 6.69176 3.86389 -4.10138 0.00 -0.18 -0.30 0.315
H 5.71986 1.19335 -3.15156 -0.40 -0.87 -0.74 0.144
H 4.42501 3.84601 -2.94016 -0.35 0.06 -0.01 0.277
H 4.28877 2.46963 -1.83050 0.47 0.02 0.04 0.327
H 3.36142 2.42888 -3.26840 0.08 0.18 -0.31 0.327
H 5.89025 1.56862 -5.40987 -0.08 -0.01 -0.71 0.336
O 0.78940 0.84439 2.03047 0.68 -0.69 -0.31 -0.516
C 1.05080 -0.23747 1.07699 -0.96 2.13 1.17 -0.520
C -0.00746 -0.10873 -0.00469 0.30 -1.39 -1.07 -0.193
O 0.10869 1.11162 -0.71723 0.69 0.28 0.63 -0.504
H 1.25663 1.58824 1.64321 -0.22 0.35 0.18 0.295
H 2.06536 -0.09672 0.70421 -0.05 -0.22 -0.37 0.289
H 1.01727 -1.14828 1.67482 -0.29 -0.18 -0.45 0.287
H -1.02572 -0.31484 0.32510 0.03 0.38 0.57 0.300
H 0.21560 -0.94176 -0.67133 -0.04 -0.25 -0.53 0.294
H -0.64157 1.31975 -1.27884 -0.17 -0.40 0.10 0.259

=====

No. 3
22
Properties=species:S:1:pos:R:3:forces:R:3:mulliken_charge:R:1 method="wB97M-V/def2-TZVPD" charge=0 e_lumo_ev=0.00 fmax_ev_per_a=4.14 homo_ha=-0.348 smiles="C[C@H]1C=CC=C[C@@]1([N+](=O)[O-])C(F)(F)F"
C -0.98097 1.18424 -0.72114 -0.03 -1.07 -0.57 -1.227
C 0.23434 0.96176 0.17320 -0.27 0.42 -1.28 0.103
C -0.13796 0.02989 1.31257 0.18 1.50 -0.28 -0.922
C 0.34184 -1.21515 1.30225 -0.20 -1.14 2.12 -0.219
C 1.08206 -1.74249 0.17782 0.54 -3.33 -1.07 -0.136
C 1.53856 -1.04066 -0.84993 -0.56 0.09 1.08 -1.233
C 1.48580 0.42428 -0.70978 -2.67 0.92 2.60 1.167
N 2.60055 0.85867 0.16870 3.49 -0.63 0.49 1.143
O 3.58276 0.11657 0.24807 -1.16 0.68 -0.06 -0.615
O 2.51255 1.91280 0.73950 0.24 0.57 0.12 -0.652
C 1.61575 1.10023 -2.01149 1.88 -0.14 -3.69 0.407
F 0.87705 0.48960 -2.99663 0.47 0.12 1.00 -0.219
F 1.32627 2.38953 -2.12725 0.39 -0.06 0.72 -0.251
F 2.95413 0.91513 -2.43102 -1.72 0.59 0.52 -0.296
H -1.55231 2.05458 -0.34876 -0.05 -0.75 -0.39 0.346
H -1.46938 0.20275 -0.61647 -0.89 0.72 -0.77 0.370
H -0.62292 1.33246 -1.76530 -1.15 0.10 0.92 0.292
H 0.38822 2.01234 0.48214 1.01 -1.04 0.35 0.556
H -0.85969 0.53571 2.01590 1.02 -1.16 -0.40 0.364
H 0.23684 -1.94647 2.16562 -0.37 1.17 -1.17 0.339
H 1.26871 -2.91835 0.07435 -0.63 2.73 0.63 0.243
H 2.05590 -1.49527 -1.64536 0.49 -0.29 -0.86 0.439

=====

No. 4
108
Properties=species:S:1:pos:R:3:forces:R:3:mulliken_charge:R:1 method="wB97M-V/def2-TZVPD" charge=-1 e_lumo_ev=2.39 fmax_ev_per_a=0.80 homo_ha=-0.178
Sn -0.38316 -0.13061 -0.92924 -0.29 -0.05 -0.23 1.693
C 2.42837 -1.39644 -4.32220 -0.14 0.04 0.26 -0.840
C 1.75807 -2.66618 -3.81692 -0.05 0.17 0.03 -1.080
N 0.40927 -2.40397 -3.35482 -0.12 -0.31 0.07 0.387
C -0.60693 -2.20025 -4.36125 0.06 0.18 0.05 -1.788
C -1.14996 -0.77787 -4.52058 0.06 -0.01 0.07 0.934
C -2.39732 -0.64681 -5.11629 -0.06 -0.02 0.05 -0.789
C -2.94767 0.61410 -5.21944 0.01 -0.02 -0.01 -1.157
C -2.24204 1.70368 -4.75444 0.13 0.16 0.24 -0.710
C -0.96946 1.49641 -4.22062 0.11 -0.15 -0.24 0.789
C 0.31922 2.79047 -2.39157 -0.04 -0.28 -0.02 -2.330
N 1.28771 1.83949 -1.89478 -0.04 0.01 -0.58 0.698
C 2.61105 1.90344 -2.53489 -0.24 -0.06 -0.04 -0.989
C 2.77367 0.92245 -3.68673 -0.18 -0.01 0.17 -0.846
N 2.56955 -0.43853 -3.24457 0.11 0.00 -0.11 0.256
N -0.44280 0.27781 -4.11312 0.10 0.14 -0.02 0.198
H 1.77942 -0.93993 -5.07407 0.04 0.01 -0.06 0.393
H 3.38205 -1.64770 -4.81363 -0.01 -0.03 -0.07 0.441
H 2.32814 -3.04726 -2.96420 -0.01 -0.06 -0.05 0.383
H 1.79258 -3.42752 -4.61479 0.02 -0.03 0.00 0.391
H 0.10124 -3.11611 -2.70523 0.05 0.18 0.07 0.221
H -1.46974 -2.81844 -4.10318 -0.02 0.00 -0.08 0.505
H -0.26428 -2.54080 -5.35084 0.02 0.01 -0.02 0.267
H -2.93650 -1.52255 -5.45654 0.02 0.00 0.03 0.448
H -3.93510 0.75430 -5.64173 0.01 0.01 0.01 0.406
H -2.69275 2.67841 -4.79019 0.01 0.10 -0.03 0.336
H -0.57976 3.07688 -0.49405 -0.06 0.14 -0.09 0.561
H 0.74434 3.79277 -2.36840 0.12 0.08 -0.04 1.089
H 1.39043 2.03248 -0.90079 0.06 -0.05 -0.05 -0.365
H 3.35940 1.68346 -1.76948 0.00 0.02 0.06 0.413
H 2.79745 2.91613 -2.91367 0.10 0.03 0.04 0.349
H 3.75766 1.08382 -4.15648 0.02 0.10 -0.03 0.473
H 2.00770 1.14290 -4.42881 0.01 -0.02 -0.09 0.347
H 3.28638 -0.72523 -2.58873 0.01 -0.02 0.02 0.141
O -1.60111 1.59094 -1.48849 0.55 -0.51 0.27 -1.102
C -0.92377 2.79946 -1.50783 -0.17 0.08 -0.12 1.355
N -0.08820 2.59464 -3.83720 -0.15 0.26 0.19 0.412
S -0.46967 4.13325 -4.38240 0.25 -0.09 -0.02 1.407
O 0.67063 4.98365 -4.17237 -0.08 -0.13 0.08 -0.722
O -0.99113 4.08613 -5.71654 -0.19 -0.16 0.11 -0.727
C -1.74661 4.57278 -3.22228 0.02 -0.08 0.02 0.187
C -2.64641 5.56067 -3.60999 0.08 -0.02 -0.06 -0.659
C -3.68095 5.90860 -2.76320 -0.04 0.00 0.06 -0.637
C -3.81794 5.25244 -1.54274 -0.02 0.02 0.01 -0.614
C -2.91731 4.27179 -1.16682 0.00 -0.01 -0.01 -0.712
C -1.85319 3.91414 -1.99138 -0.06 -0.04 -0.10 -0.517
H -2.52767 6.02728 -4.58128 -0.04 0.01 0.05 0.461
H -4.38353 6.68107 -3.05012 0.00 -0.03 -0.01 0.391
H -4.64010 5.50695 -0.88450 0.03 0.01 0.00 0.392
H -3.02717 3.74477 -0.22549 -0.01 0.03 -0.03 0.554
C -0.29307 0.07834 5.30654 0.08 -0.04 -0.15 -1.861
C -0.92437 -0.61889 4.10217 -0.07 -0.02 0.08 1.784
C -1.59004 -1.91855 4.54223 0.11 -0.06 -0.06 -1.482
C -1.94115 0.29222 3.41999 0.15 -0.01 -0.12 -1.275
O 0.08768 -1.01105 3.16450 -0.07 0.07 0.08 0.984
Si 1.23834 -0.20790 2.32447 0.08 0.05 -0.11 -0.984
S 0.59893 1.34218 1.08239 -0.21 -0.09 0.61 -1.036
O 2.30635 0.30951 3.47063 0.00 0.06 0.02 -0.422
C 3.37831 1.25138 3.48422 0.08 0.00 -0.03 1.745
C 2.81656 2.65155 3.72811 -0.03 -0.12 -0.06 -1.521
C 4.27533 0.83562 4.64453 -0.01 -0.07 0.02 -1.791
C 4.17296 1.21235 2.17565 -0.20 -0.10 0.05 -1.256
O 1.92077 -1.33881 1.34392 0.15 -0.09 0.18 1.221
C 2.30352 -2.69843 1.60272 -0.02 -0.12 -0.08 1.709
C 3.39968 -3.01149 0.59036 -0.01 0.04 -0.01 -1.539
C 1.09077 -3.59547 1.37043 -0.02 0.16 0.00 -0.947
C 2.84851 -2.89463 3.02008 -0.11 0.26 -0.09 -1.448
H -1.04824 0.24308 6.07875 0.02 0.02 -0.02 0.477
H 0.13260 1.03861 5.00976 0.00 0.00 0.04 0.248
H 0.51146 -0.53711 5.71523 -0.04 0.02 0.02 0.281
H -2.40519 -1.72122 5.24260 0.02 -0.01 -0.03 0.479
H -0.85448 -2.56593 5.02736 -0.03 0.02 0.00 0.415
H -1.98911 -2.44087 3.67086 0.02 0.02 0.11 0.017
H -2.80633 0.44646 4.07015 0.02 0.00 0.00 0.512
H -2.26535 -0.15851 2.47903 0.05 0.07 0.10 -0.096
H -1.48837 1.25744 3.18566 -0.05 0.00 0.02 0.369
H 2.31154 2.69240 4.69646 0.02 0.00 -0.04 0.332
H 2.09637 2.88849 2.94424 0.00 0.07 0.03 0.177
H 3.61862 3.39467 3.71545 -0.03 -0.03 0.01 0.459
H 3.68126 0.75192 5.55710 0.03 0.02 -0.03 0.318
H 5.06820 1.57149 4.79922 -0.01 -0.03 0.01 0.421
H 4.73008 -0.13687 4.43928 -0.01 0.04 0.03 0.363
H 3.58845 1.65809 1.36957 0.03 -0.02 -0.04 0.179
H 4.38758 0.17470 1.90590 0.05 0.06 0.03 0.128
H 5.11325 1.75711 2.28674 -0.03 0.01 -0.03 0.540
H 3.03767 -2.80457 -0.41915 0.00 -0.01 0.03 -0.056
H 3.69031 -4.06249 0.65872 0.01 0.02 -0.03 0.383
H 4.27745 -2.38846 0.78112 -0.02 -0.02 -0.03 0.410
H 0.74045 -3.51457 0.33937 -0.01 -0.01 0.03 0.128
H 0.27452 -3.27593 2.01990 0.00 -0.06 0.01 -0.156
H 1.33519 -4.63848 1.58769 -0.01 0.01 -0.03 0.460
H 3.64126 -2.17193 3.22705 0.00 -0.05 -0.01 0.156
H 3.25155 -3.90420 3.12112 -0.03 0.00 0.01 0.549
H 2.05568 -2.75083 3.75543 0.01 0.00 0.02 0.104
Br -5.89869 -3.97054 5.22144 0.02 0.00 -0.02 -0.241
C -4.86715 -3.53607 3.67855 -0.04 0.05 0.02 0.121
C -4.09607 -4.51826 3.08221 0.04 -0.02 -0.03 -0.533
C -3.33499 -4.18486 1.96929 -0.05 -0.05 0.02 -0.195
C -3.33928 -2.88973 1.46924 0.04 0.13 -0.02 0.188
C -4.13359 -1.92541 2.07852 -0.12 -0.08 -0.02 0.128
C -4.90606 -2.24170 3.18768 0.00 -0.02 -0.05 -0.595
C -2.41981 -2.52034 0.31122 0.30 -0.41 -0.27 -0.280
O -1.92661 -3.45076 -0.34371 -0.06 0.32 0.06 -0.746
O -2.23309 -1.27357 0.15442 -0.02 0.46 0.03 -0.723
H -4.08453 -5.52323 3.48363 0.00 0.03 0.00 0.417
H -2.71462 -4.92409 1.47809 0.00 0.04 0.00 0.460
H -4.12611 -0.92037 1.67704 -0.01 -0.05 0.01 0.387
H -5.51703 -1.49282 3.67374 0.00 -0.01 -0.01 0.443